One molecule with the formula C11H12BN3O3 in a non-equilibrium geometry. Source: OMol25; level of theory: ωB97M-V/def2-TZVPD.

The geometry in XYZ format:
```
30
C11H12BN3O3 | OMol25 | ωB97M-V/def2-TZVPD
N 3.5263 -2.6515 0.0221
B 2.0796 -2.7470 -0.4403
O 1.6040 -4.0961 -0.6929
C 1.1321 -1.4142 -0.6306
C 1.6602 -0.1883 -1.4365
C 0.7908 1.1036 -1.5873
C -0.6110 1.1060 -0.9043
C -1.4645 2.4817 -1.0416
C -0.7344 3.5409 -0.0234
C -0.0497 2.7132 1.1902
O 1.2090 2.5368 1.2510
O -0.8224 2.1103 2.2173
C -1.1971 -0.1391 -0.1178
N -2.5188 0.0140 0.4290
C -2.9167 -1.1893 1.0776
C -2.0413 -2.4644 1.2237
N -0.7157 -2.5942 0.7196
C -0.3163 -1.4034 0.0187
H 4.1192 -2.4741 -0.8172
H 3.6388 -1.8352 0.6568
H 1.8586 -4.6150 0.1118
H 2.7041 -0.1666 -1.9224
H 1.1084 2.0472 -2.1620
H -1.3902 2.8802 -2.1147
H -2.5606 2.3442 -0.7369
H -1.4692 4.2644 0.4665
H 0.1176 4.0879 -0.5806
H -0.2976 1.3104 2.4773
H -3.9662 -1.2072 1.5464
H -2.4769 -3.3554 1.8007
```

Summary:
Energy relative to the best compared isomer or geometry (same formula, charge and spin): 45.66 kcal/mol
Orbital gap: 0.2744 hartree
Charge: 0
DFT total energy: -841.0847 hartree
Lowest unoccupied orbital energy: -1.09 eV
SMILES string: NB(O)c1ccc(CCC(=O)O)c2nccnc12

natural (NBO) atomic charges, in units of e: atom 1 (N): -1.1418, atom 2 (B): 1.0984, atom 3 (O): -0.9041, atom 4 (C): -0.4046, atom 5 (C): -0.1629, atom 6 (C): -0.2155, atom 7 (C): 0.0120, atom 8 (C): -0.4406, atom 9 (C): -0.4943, atom 10 (C): 0.7929, atom 11 (O): -0.6038, atom 12 (O): -0.7061, atom 13 (C): 0.0633, atom 14 (N): -0.3717, atom 15 (C): -0.0107, atom 16 (C): -0.0123, atom 17 (N): -0.3894, atom 18 (C): 0.2364, atom 19 (H): 0.3927, atom 20 (H): 0.3820, atom 21 (H): 0.5008, atom 22 (H): 0.2307, atom 23 (H): 0.2361, atom 24 (H): 0.2319, atom 25 (H): 0.2543, atom 26 (H): 0.2415, atom 27 (H): 0.2443, atom 28 (H): 0.5028, atom 29 (H): 0.2180, atom 30 (H): 0.2198


A 12-piece molecular cluster, C48H72F3O35 overall in a non-equilibrium geometry. Source: OMol25; level of theory: ωB97M-V/def2-TZVPD.

The geometry in XYZ format:
```
158
C48H72F3O35 | OMol25 | ωB97M-V/def2-TZVPD
C 1.1359 -1.2538 0.3697
O -0.2647 -0.8038 0.2320
O 1.9342 -0.8302 -0.5635
C 1.5219 -0.9337 1.8011
F 2.6194 -1.6078 2.2638
F 1.7692 0.3988 2.0232
F 0.4947 -1.3058 2.6789
C -0.5409 0.5222 0.3833
C -2.0308 0.7185 0.1059
H -2.2937 1.7827 0.1348
H -2.1929 0.5210 -0.9692
H -2.6717 0.0855 0.7064
H 0.0877 1.1202 -0.2964
H -0.2530 0.8697 1.3980
H 1.0687 -2.3689 0.2835
C -5.0953 -1.5691 -1.5796
C -5.4328 -0.9028 -2.8680
C -4.2964 -0.2310 -3.6836
O -4.4040 -0.8028 -4.9873
C -5.1939 -1.8885 -4.9366
O -5.2817 -2.6310 -5.7773
O -5.9013 -1.9392 -3.7939
H -4.2840 -2.2841 -1.7220
H -5.9306 -2.0704 -1.1129
H -4.6816 -0.7933 -0.9159
H -6.2909 -0.2295 -2.7554
H -3.3166 -0.5320 -3.2936
H -4.3648 0.8415 -3.7204
C 2.4460 -1.7661 7.8616
C 1.4670 -1.7312 6.7554
C 2.0220 -2.1908 5.3996
O 1.1696 -3.2647 4.9878
C 0.1315 -3.3514 5.8375
O -0.8219 -4.0017 5.7111
O 0.3891 -2.6529 6.9672
H 1.9643 -1.7386 8.8430
H 3.1599 -0.9455 7.8001
H 2.9999 -2.7136 7.8620
H 1.0262 -0.7414 6.6004
H 3.0571 -2.5311 5.5088
H 2.0347 -1.3444 4.7197
C 5.3938 -1.1420 -0.4900
C 5.6896 -2.4405 -1.2018
C 4.4507 -3.2208 -1.5857
O 4.4984 -3.3436 -2.9871
C 5.6265 -2.8441 -3.5008
O 5.9116 -2.7964 -4.6160
O 6.3273 -2.2560 -2.4966
H 6.2629 -0.5024 -0.3376
H 4.9200 -1.4065 0.4676
H 4.6220 -0.5493 -0.9924
H 6.3386 -3.0851 -0.5995
H 3.5221 -2.7221 -1.2485
H 4.3690 -4.1841 -1.0539
C -4.9860 2.2972 -7.1024
C -3.7119 2.9016 -6.6840
C -3.7720 4.3809 -6.3566
O -3.1486 4.4820 -5.0734
C -2.9384 3.2517 -4.5756
O -2.6118 3.0317 -3.4671
O -3.3197 2.3102 -5.4581
H -5.4206 2.7624 -7.9947
H -5.7322 2.3256 -6.3091
H -4.8222 1.2589 -7.4062
H -2.9416 2.7587 -7.4427
H -4.7911 4.7780 -6.2948
H -3.2186 5.0397 -7.0235
C 2.8728 3.6299 4.7274
C 1.9997 2.7720 3.8640
C 1.0913 1.7031 4.5400
O -0.2400 2.0661 4.0742
C -0.1977 3.1068 3.2211
O -1.1565 3.5355 2.6705
O 1.0630 3.5617 3.0564
H 2.2797 4.3094 5.3416
H 3.5880 4.1946 4.1247
H 3.5363 3.0173 5.3492
H 2.6430 2.2823 3.1140
H 1.0904 1.7174 5.6276
H 1.2760 0.7099 4.1410
C 0.0580 5.5194 -2.2609
C -1.2958 6.1217 -2.4424
C -1.5848 7.3602 -1.5657
O -1.6366 8.4396 -2.5070
C -1.5884 7.9474 -3.7449
O -1.6660 8.5859 -4.6533
O -1.3931 6.6049 -3.7593
H 0.8128 6.2833 -2.4956
H 0.1475 4.6796 -2.9531
H 0.2741 5.0957 -1.2786
H -1.9412 5.2592 -2.2721
H -0.7546 7.5391 -0.9039
H -2.5265 7.3092 -1.0357
C -1.4005 -5.2260 2.5920
C -2.3122 -4.1381 2.2420
C -2.1868 -3.6756 0.7328
O -3.4803 -3.9259 0.1695
C -4.3255 -4.4640 1.1125
O -5.4622 -4.6904 0.9055
O -3.6612 -4.6883 2.2984
H -1.5654 -6.0735 1.9319
H -1.4890 -5.5194 3.6352
H -0.3482 -4.9085 2.5077
H -2.2470 -3.2366 2.8573
H -1.4656 -4.3604 0.2568
H -1.7959 -2.6664 0.5990
C -2.1269 -0.4152 3.8170
C -3.4070 0.2458 4.0393
C -3.4963 1.5483 3.1656
O -4.4777 1.2617 2.1724
C -4.9635 -0.0197 2.3987
O -5.7404 -0.6023 1.6950
O -4.4163 -0.5849 3.5361
H -2.0263 -1.4206 4.2264
H -1.3290 0.2374 4.1874
H -1.9624 -0.5355 2.7361
H -3.5493 0.4815 5.0903
H -2.5801 1.7641 2.6470
H -3.8633 2.3740 3.7668
C 4.9814 0.3066 3.9629
C 6.4241 -0.0903 4.0075
C 6.7627 -1.3299 3.1700
O 7.8653 -0.8892 2.3470
C 7.9408 0.4546 2.3371
O 8.5697 1.0845 1.6885
O 7.1466 0.9650 3.3014
H 4.3270 -0.3832 4.5140
H 4.5978 0.2033 2.9379
H 4.7782 1.3326 4.2493
H 6.8648 -0.0976 5.0062
H 5.9801 -1.6210 2.4586
H 7.0240 -2.2258 3.7269
C 2.5277 1.9708 -2.6224
C 1.9568 0.7735 -3.3210
C 0.4169 0.6422 -3.3120
O 0.1187 0.2254 -4.6286
C 1.1653 0.5715 -5.4609
O 1.1276 0.5180 -6.5904
O 2.2206 0.9340 -4.7716
H 3.4784 2.2449 -3.0574
H 2.5951 1.7798 -1.5515
H 1.8143 2.7975 -2.7529
H 2.3910 -0.1659 -2.9659
H 0.0228 1.6353 -3.0677
H 0.2453 -0.1098 -2.5455
C 1.0239 -3.6981 -2.8972
C -0.3515 -3.6724 -2.3366
C -1.1541 -2.4772 -2.8542
O -2.5169 -3.0111 -3.0656
C -2.4617 -4.3638 -3.1218
O -3.3387 -4.9931 -3.3713
O -1.1850 -4.8029 -2.8627
H 1.5877 -2.9286 -2.3465
H 1.0880 -3.5056 -3.9683
H 1.5466 -4.6527 -2.7740
H -0.3403 -3.7330 -1.2494
H -0.7003 -2.1427 -3.7988
H -1.0875 -1.6533 -2.1392
```

Summary:
Energy relative to the best compared isomer or geometry (same formula, charge and spin): 101.95 kcal/mol
Orbital gap: 0.2803 hartree
Charge: -1
DFT total energy: -4805.4225 hartree
Lowest unoccupied orbital energy: 1.09 eV

Löwdin atomic charge list, values in e, 99 entries: atom 1 (C): -0.4990, atom 2 (O): -0.1262, atom 3 (O): -0.1352, atom 4 (C): -0.4474, atom 5 (F): 0.1016, atom 6 (F): 0.0921, atom 7 (F): 0.0797, atom 8 (C): -0.3081, atom 9 (C): -0.0329, atom 10 (H): 0.0886, atom 11 (H): 0.0740, atom 12 (H): 0.0576, atom 13 (H): 0.1208, atom 14 (H): 0.1004, atom 15 (H): 0.1471, atom 16 (C): -0.0179, atom 17 (C): -0.2700, atom 18 (C): -0.0733, atom 19 (O): 0.0622, atom 20 (C): -0.6613, atom 21 (O): 0.2221, atom 22 (O): 0.0833, atom 23 (H): 0.0678, atom 24 (H): 0.0946, atom 25 (H): 0.0837, atom 26 (H): 0.1480, atom 27 (H): 0.1202, atom 28 (H): 0.1054, atom 29 (C): -0.0303, atom 30 (C): -0.3292, atom 31 (C): -0.0980, atom 32 (O): 0.0843, atom 33 (C): -0.5884, atom 34 (O): 0.1998, atom 35 (O): 0.0889, atom 36 (H): 0.0930, atom 37 (H): 0.0896, atom 38 (H): 0.0975, atom 39 (H): 0.1420, atom 40 (H): 0.1310, atom 41 (H): 0.0861, atom 42 (C): -0.0129, atom 43 (C): -0.2921, atom 44 (C): -0.1220, atom 45 (O): 0.0754, atom 46 (C): -0.6025, atom 47 (O): 0.2051, atom 48 (O): 0.0811, atom 49 (H): 0.0851, atom 50 (H): 0.0724, atom 51 (H): 0.0828, atom 52 (H): 0.1473, atom 53 (H): 0.1073, atom 54 (H): 0.1362, atom 55 (C): -0.0284, atom 56 (C): -0.3383, atom 57 (C): -0.0752, atom 58 (O): 0.0680, atom 59 (C): -0.5710, atom 60 (O): 0.1634, atom 61 (O): 0.0877, atom 62 (H): 0.0945, atom 63 (H): 0.1000, atom 64 (H): 0.0971, atom 65 (H): 0.1605, atom 66 (H): 0.1350, atom 67 (H): 0.1363, atom 68 (C): -0.0306, atom 69 (C): -0.2897, atom 70 (C): -0.0498, atom 71 (O): 0.0210, atom 72 (C): -0.5763, atom 73 (O): 0.1576, atom 74 (O): 0.0931, atom 75 (H): 0.0942, atom 76 (H): 0.0926, atom 77 (H): 0.0795, atom 78 (H): 0.1350, atom 79 (H): 0.1299, atom 80 (H): 0.0908, atom 81 (C): -0.0313, atom 82 (C): -0.3414, atom 83 (C): -0.0592, atom 84 (O): 0.0769, atom 85 (C): -0.6560, atom 86 (O): 0.2412, atom 87 (O): 0.0873, atom 88 (H): 0.1007, atom 89 (H): 0.0758, atom 90 (H): 0.0929, atom 91 (H): 0.1376, atom 92 (H): 0.1229, atom 93 (H): 0.1288, atom 94 (C): -0.0425, atom 95 (C): -0.2910, atom 96 (C): -0.0663, atom 97 (O): 0.0443, atom 98 (C): -0.5257, atom 99 (O): 0.1755